DFT (the ωB97M-V functional and the def2-TZVPD basis) results for a 2-piece molecular cluster, C13H19N6O4 overall at a distorted geometry.

Geometry as ORCA input:
```
! RIJCOSX wB97M-V def2-TZVPD def2/J DEFGRID3
* xyz -1 1
O -3.9203 4.9806 -1.1581
O -0.1844 -0.1006 -1.9277
O -4.3985 1.0970 -2.7955
O -0.9992 -0.8843 -0.0198
N 5.9602 -1.2823 3.1248
N 3.4816 0.1506 2.7171
N 2.4879 -1.9240 2.1650
C -3.7814 3.7655 -1.1901
C -0.8742 0.0028 -0.8878
C -3.1867 0.8984 -2.7256
C 4.8739 -1.9055 2.7519
C 3.5553 -1.1874 2.5332
C 2.3159 0.7602 2.4965
C 1.3237 -1.3139 1.9376
C 1.2040 0.0490 2.1076
N -2.6253 -0.1687 -3.3068
N 4.9954 -3.2830 2.5640
N -2.7023 3.2624 -1.7927
C -4.8311 2.9051 -0.5161
C -3.3454 -1.2041 -4.0402
C 6.2490 -4.0378 2.6981
C -1.6517 1.3047 -0.6775
C -2.2313 1.8737 -1.9891
H 5.8480 -0.2763 3.2496
H 2.2426 1.8354 2.6276
H 0.4653 -1.9062 1.6382
H 0.2535 0.5303 1.9124
H -1.6307 -0.3114 -3.1238
H 4.1548 -3.7482 2.2215
H -2.1138 3.9769 -2.1832
H -4.4266 1.9462 -0.2164
H -5.2079 3.4288 0.3583
H -5.6408 2.7386 -1.2228
H -3.8392 -1.8699 -3.3313
H -2.6460 -1.7794 -4.6475
H -4.0978 -0.7453 -4.6837
H 6.9922 -3.6782 1.9791
H 6.6554 -3.9307 3.7091
H 6.0713 -5.1008 2.5097
H -2.4506 1.1283 0.0407
H -0.9686 2.0390 -0.2465
H -1.3763 1.9641 -2.6598
*
```

Properties
E_LUMO (eV): 2.77
Kohn-Sham gap (eV): 8.30
Molar mass (g/mol): 323.33